# 1
{"formula": "C6H19NO3", "method": "ωB97M-V/def2-TZVPD", "elements": ["C", "H", "H", "H", "C", "C", "O", "H", "H", "O", "C", "H", "H", "H", "O", "N", "H", "H", "C", "H", "H", "H", "H", "H", "H", "H", "H", "H", "C"], "xyz": [[0.1608, 0.6069, -0.1246], [1.5318, -0.1742, -2.1764], [-0.1137, 0.1792, 2.8394], [-0.2442, 1.6131, -0.0875], [-0.3150, 2.3767, 2.7693], [-1.8934, 0.1214, -1.2891], [-1.0626, -3.3235, -0.8987], [2.1765, 1.8097, 1.7619], [2.3454, 0.2313, 2.4074], [2.2736, 0.0230, -2.7678], [1.0987, 0.1683, 0.7045], [0.8468, 1.0907, 4.0143], [-1.7749, -2.8233, -0.4696], [0.1651, 3.1925, 3.2991], [0.0553, -2.8910, -3.4874], [-0.5014, -0.1853, -1.0773], [-0.3356, 2.6675, 1.7286], [2.1232, 0.9683, -2.9137], [1.6075, 0.9008, 1.9587], [-2.0217, 1.2138, -1.3106], [-1.6009, -4.0306, -1.2962], [-2.6824, -0.2260, -0.5970], [-1.3466, 2.2453, 3.1161], [1.2990, -0.8850, 0.8792], [0.2661, -2.5441, -2.6084], [0.1050, -2.0795, -4.0101], [-0.3587, -1.1840, -1.0837], [-2.2685, -0.1508, -2.2817], [0.4650, 1.0887, 3.0012]], "forces_ev_per_angstrom": [[-0.3, -0.9, 0.1], [0.1, -0.1, 0.0], [-0.5, 0.2, 0.4], [0.3, 0.0, -0.1], [-0.4, -0.5, 0.3], [-1.2, 1.3, -0.9], [-1.1, -0.1, 0.3], [-0.3, 0.3, -0.1], [0.0, 0.0, 0.0], [-0.5, 0.4, 0.1], [0.0, 0.4, 1.9], [0.2, -0.2, 0.2], [0.4, 0.1, 0.1], [-0.1, 0.2, 0.2], [0.1, 0.7, 0.1], [-0.5, 0.1, -0.4], [-0.1, 0.0, -0.3], [0.3, -0.2, -0.1], [0.3, -0.2, 0.0], [0.2, -0.2, 0.2], [0.7, 0.1, -0.2], [0.7, -0.3, 0.4], [0.2, 0.4, 0.0], [-0.1, -0.2, -1.0], [-0.1, -0.5, -0.1], [0.1, -0.3, -0.3], [0.4, 0.0, 0.5], [0.5, -0.4, 0.0], [0.7, 0.0, -1.2]], "total_energy_ha": -520.4263, "e_lumo_ev": 0.483, "e_homo_ev": -8.31, "relative_energy_kj_mol": 150.6, "smiles": "CCC/C=C/NC.O.O.O", "orbital_gap_ev": 8.8}

=====

# 2
{"formula": "C6H19NO4", "method": "ωB97M-V/def2-TZVPD", "elements": ["H", "H", "H", "C", "N", "H", "H", "O", "C", "H", "H", "H", "C", "H", "H", "H", "C", "O", "H", "H", "O", "H", "H", "H", "H", "O", "C", "H", "H", "C"], "xyz": [[-1.5136, 1.0883, 0.5686], [2.1073, -2.7754, 0.0491], [-2.8029, 2.1753, 0.1456], [-0.6748, -2.0418, -2.4727], [0.1208, -1.9780, -1.4770], [-1.0065, -3.1137, -2.6996], [1.2570, 1.6847, 0.0802], [1.8764, -3.6307, -0.3480], [-0.8363, 2.5332, -0.9717], [1.9234, -0.9536, -0.9024], [-1.9364, -2.1548, 1.8267], [-0.7303, 0.2060, -1.7355], [0.9406, -0.8257, -1.1632], [2.1564, 1.1503, 2.6148], [2.7874, 1.5707, 1.1544], [-1.0231, -1.4773, -3.3095], [-1.7796, 2.1626, 0.3041], [2.8211, 1.0513, 2.0160], [-1.0466, -2.1461, 0.7830], [-1.2358, 2.5184, -2.0412], [-0.4105, 0.1392, 3.7422], [1.1993, 2.1029, -1.6011], [-0.6139, 3.6634, -0.8593], [-1.6012, 2.8232, 1.2204], [1.3641, -3.3795, -1.1713], [-1.1284, -1.5799, 1.6253], [0.5036, 1.6311, -0.9123], [-0.5044, -0.7882, 4.0426], [-0.4380, 0.0390, 2.8130], [0.2251, 0.3050, -1.3211]], "forces_ev_per_angstrom": [[-0.4, 1.3, -0.1], [-0.3, -0.5, -0.3], [-2.1, 0.1, -0.7], [-2.9, -3.6, -1.7], [4.9, 0.9, 1.6], [0.1, 1.1, 0.4], [-2.5, 0.1, -1.7], [0.5, -0.2, -0.5], [0.8, 1.4, 1.7], [2.1, -0.3, 1.2], [1.1, 1.7, 0.8], [-1.4, -0.5, -0.5], [-5.8, -1.4, -1.8], [-3.3, 1.0, 1.9], [-0.8, -0.9, 2.3], [0.4, 1.7, -0.1], [3.1, -0.7, 0.0], [4.2, -0.1, -4.0], [1.4, 1.8, 0.6], [0.0, -0.7, 1.6], [0.1, -0.5, 2.1], [0.2, 0.5, -0.5], [0.1, -1.7, -0.1], [0.2, -0.8, -1.4], [0.1, 0.3, 1.3], [-2.3, -3.5, -1.7], [1.7, 3.6, 1.3], [0.1, 0.8, -0.3], [-0.1, -0.2, -1.8], [1.0, -0.5, 0.2]], "charge": -1, "total_energy_ha": -595.5606, "e_lumo_ev": [3.233, 3.209], "multiplicity": 2, "e_homo_ev": [-0.33, -3.95], "relative_energy_kj_mol": 239.1, "s2": 0.765, "orbital_gap_ev": [3.6, 7.2]}

=====

# 3
{"formula": "C6H19NO4", "method": "ωB97M-V/def2-TZVPD", "elements": ["H", "H", "O", "H", "H", "C", "H", "H", "H", "H", "H", "H", "O", "H", "H", "C", "O", "H", "H", "H", "C", "H", "O", "C", "C", "N", "H", "C", "H", "H"], "xyz": [[0.2417, -2.6995, -0.4935], [-4.3684, 0.9272, 1.4320], [-4.2472, 0.7417, 0.4376], [2.3097, -0.4424, 1.9304], [-1.4606, -0.5617, 1.6000], [0.2059, -2.3674, -2.5800], [-1.9428, -1.4700, -0.0240], [1.2583, -2.4328, -2.6801], [-0.2875, -1.8216, -3.4115], [1.5060, 2.5153, 1.0562], [1.2855, -0.3894, -1.2480], [1.9733, 0.6600, 0.8495], [1.5498, 2.0754, -1.4522], [2.1172, 2.0700, -2.2586], [0.5255, -1.8352, 1.0035], [-1.7279, -1.8233, -1.1090], [2.2891, 2.9303, 1.1189], [-3.3728, 0.8563, 0.1489], [-2.3023, -2.7951, -1.1658], [-0.2263, 0.3346, -1.1441], [0.2661, -0.5687, -0.6807], [2.6146, 3.0962, 1.9978], [-0.1860, 0.9203, 2.2819], [0.5548, -0.7203, 0.7952], [-0.4443, -0.0665, 1.6538], [1.9578, -0.3638, 0.9834], [1.8237, 2.5858, -0.6937], [-0.2356, -1.9224, -1.1661], [-2.1943, -1.0911, -1.7085], [-0.1659, -3.4898, -2.6427]], "forces_ev_per_angstrom": [[-1.1, 0.7, -0.7], [0.9, -0.3, -2.6], [-2.8, -0.1, 2.6], [-0.4, -0.4, 0.3], [0.4, 0.6, 0.5], [-2.3, -2.1, 0.2], [-0.1, -0.6, -1.6], [1.1, 0.3, -0.2], [0.5, -0.2, 0.5], [-4.4, -2.1, 1.0], [-1.5, -0.5, 1.6], [0.6, -0.7, -0.3], [-0.7, -0.9, -1.4], [-0.3, 0.6, 1.7], [-0.3, 1.3, 0.1], [-1.4, -2.1, 4.0], [4.6, 2.5, -1.0], [1.9, 0.4, 0.0], [0.7, 0.9, -0.3], [-0.4, -1.0, 1.2], [2.7, 0.2, -3.2], [-0.5, -0.2, 0.4], [-0.5, 0.7, 0.6], [1.7, -1.7, 0.3], [-0.5, -0.2, -0.3], [0.0, 1.7, 0.2], [1.2, 0.6, -0.6], [0.4, -0.3, -1.7], [-0.1, 0.8, -1.1], [0.6, 2.1, -0.2]], "total_energy_ha": -595.6357, "e_lumo_ev": 0.610, "e_homo_ev": -9.54, "relative_energy_kj_mol": 323.7, "smiles": "CC(C)C[C@@H](N)C=O.O.O.O", "orbital_gap_ev": 10.2}

=====

# 4
{"formula": "C6H20BrO4", "method": "ωB97M-V/def2-TZVPD", "elements": ["H", "H", "H", "H", "H", "H", "C", "C", "H", "C", "O", "C", "H", "H", "H", "H", "H", "H", "H", "C", "C", "H", "O", "H", "H", "Br", "H", "O", "H", "H", "O"], "xyz": [[-10.0424, 3.2623, 2.7505], [-10.6955, 5.3650, 1.4057], [-10.4302, 5.5497, 3.1420], [-12.9082, 8.4841, -4.8147], [-11.5361, 4.8717, -0.7262], [-7.7898, 4.7202, 3.1756], [-14.6755, 8.0317, -3.5922], [-10.1255, 5.6442, -1.8303], [-9.8534, 5.0789, -2.7346], [-9.2898, 3.9203, 2.2546], [-10.6541, 4.6519, -0.9859], [-13.1820, 7.9019, -3.8925], [-15.0088, 7.3169, -2.8392], [-8.4271, 6.9490, -1.9706], [-12.7300, 7.8548, -2.0153], [-9.1588, 3.6294, 1.2269], [-10.7751, 6.4792, -2.0639], [-14.2787, 5.5501, -1.0864], [-8.3109, 5.3163, -1.0791], [-8.8338, 6.2589, -1.2394], [-9.9196, 5.2887, 2.2251], [-13.1118, 6.7619, -4.1455], [-7.9829, 3.7990, 2.9607], [-9.1750, 6.0656, 1.9875], [-14.8180, 9.0718, -3.3125], [-12.9035, 7.0363, 0.1256], [-15.2132, 7.7675, -4.5179], [-14.1560, 4.9543, -1.8101], [-9.1811, 6.7990, -0.3847], [-13.2389, 5.1798, -2.0301], [-12.3880, 8.2800, -2.8353]], "forces_ev_per_angstrom": [[0.9, 0.0, -0.4], [0.9, -0.2, 0.9], [0.0, 0.1, 0.4], [-0.1, -0.5, 0.9], [-1.0, 0.6, 0.5], [0.3, -0.2, 0.1], [0.4, 0.2, -0.9], [0.9, 0.2, -0.9], [-0.1, 0.6, -0.3], [-0.2, -0.5, 0.8], [0.7, -0.4, 0.2], [-1.0, -2.3, -1.3], [0.2, 0.3, 0.2], [0.5, -0.1, 0.0], [0.3, 0.2, 0.0], [0.2, -0.5, -0.3], [-0.7, -0.2, -0.1], [-0.3, 0.8, 1.2], [1.1, 0.7, 0.6], [-1.8, -1.4, -0.9], [-0.3, 0.8, -0.9], [0.6, 1.6, 0.1], [-1.7, 0.8, -0.6], [-0.2, -0.1, 0.1], [-0.6, 0.0, 0.2], [0.1, 0.1, 0.3], [-0.1, 0.4, 0.2], [0.4, -0.9, -1.3], [0.4, 0.2, 0.9], [-0.3, -0.2, -0.1], [0.5, 0.2, 0.4]], "charge": -1, "total_energy_ha": -3115.6375, "e_lumo_ev": 3.331, "e_homo_ev": -5.31, "relative_energy_kj_mol": 45.3, "orbital_gap_ev": 8.6}

=====

# 5
{"formula": "C6H20FeN10O8", "method": "ωB97M-V/def2-TZVPD", "elements": ["H", "H", "N", "H", "H", "H", "N", "H", "H", "N", "H", "C", "H", "H", "N", "H", "C", "H", "H", "N", "N", "O", "H", "O", "H", "H", "Fe", "N", "C", "N", "C", "O", "O", "O", "O", "N", "H", "H", "H", "O", "C", "N", "C", "O", "H"], "xyz": [[20.4118, -2.4338, 11.7615], [21.4462, -7.4055, 8.0996], [18.8186, -8.1970, 8.7552], [24.7433, -10.2222, 11.2945], [23.3427, -4.6138, 5.8886], [21.6594, -4.9456, 5.6763], [25.3554, -10.7719, 11.8943], [19.5671, -8.8682, 8.7885], [20.1263, -4.8870, 11.6135], [20.9420, -8.2396, 13.4349], [21.5542, -5.7734, 11.3996], [18.1640, -8.1210, 9.9553], [20.3760, -7.6239, 12.8824], [25.2613, -11.7717, 11.8930], [19.1005, -8.8086, 14.6845], [26.5526, -11.9994, 13.7096], [22.6214, -6.0913, 7.0980], [22.0559, -1.8306, 11.6836], [18.6077, -9.4778, 15.2441], [26.8038, -11.0279, 13.6841], [18.9467, -8.6516, 10.9584], [23.1942, -3.9552, 11.6757], [19.9276, -8.6389, 10.7280], [23.5012, -9.4103, 10.2458], [21.7656, -8.5841, 12.9706], [18.6852, -8.4029, 11.8951], [22.7867, -10.7594, 8.9650], [21.4654, -6.8162, 7.2824], [21.9919, -3.8109, 11.6632], [21.4004, -2.5802, 11.8122], [22.4642, -8.5997, 10.1205], [21.5831, -9.1589, 9.3026], [21.1340, -9.8309, 15.0385], [17.0592, -7.6524, 10.1407], [22.3554, -7.5332, 10.6683], [21.1284, -4.8759, 11.5903], [18.4131, -7.7434, 7.9617], [20.6809, -6.6464, 6.6842], [27.0563, -10.5668, 14.5406], [23.6416, -6.3360, 7.7021], [20.4488, -9.0310, 14.4460], [22.4988, -5.0447, 6.2168], [26.1388, -10.1759, 12.8326], [26.2620, -8.9710, 12.9001], [18.7080, -7.9004, 14.5215]], "forces_ev_per_angstrom": [[0.0, 0.1, -0.2], [-0.4, 0.0, -0.2], [-0.4, -0.1, 0.7], [0.5, 0.1, 0.6], [0.0, 0.0, 0.0], [0.1, 0.1, -0.1], [-0.3, -0.8, -0.7], [0.2, 0.4, -1.0], [0.0, 0.6, -0.1], [0.4, -0.2, 0.0], [0.2, 0.2, 0.0], [-0.2, 0.3, 0.3], [-0.1, 0.0, 0.1], [-0.1, 0.0, 0.1], [0.3, -0.2, -0.1], [-0.1, 0.0, 0.3], [-0.3, 0.0, 0.2], [-0.3, 0.3, 0.1], [0.1, 0.2, 0.3], [0.1, 0.0, -0.1], [0.0, -0.1, -0.2], [0.2, 0.1, -0.3], [0.1, 0.0, 0.5], [0.5, -1.6, -0.8], [0.3, 0.3, 0.3], [-0.1, -0.2, 0.1], [-0.3, 2.7, 1.4], [0.6, 0.2, -0.3], [-0.7, -0.4, 0.5], [0.4, 0.0, 0.0], [0.5, 0.4, 0.4], [-0.4, -1.3, -1.1], [-0.2, -0.6, 0.0], [0.0, 0.2, -0.2], [-0.5, -0.3, 0.0], [0.2, -0.9, -0.1], [0.0, -0.4, -0.3], [-0.3, -0.1, 0.4], [0.2, -0.2, 0.1], [0.3, -0.1, 0.0], [-0.4, 0.7, -0.5], [-0.1, -0.1, -0.1], [-0.1, 0.7, -0.1], [0.0, 0.0, 0.2], [-0.2, -0.1, 0.0]], "total_energy_ha": -2653.9385, "e_lumo_ev": [-3.694, -3.698], "multiplicity": 5, "e_homo_ev": [-9.18, -9.18], "relative_energy_kj_mol": 444.2, "s2": 6.015, "orbital_gap_ev": [5.5, 5.5]}

=====

# 6
{"formula": "C6H20N10O8Zn2", "method": "ωB97M-V/def2-TZVPD", "elements": ["O", "H", "H", "N", "N", "C", "H", "H", "H", "C", "N", "H", "H", "O", "O", "H", "H", "C", "O", "O", "Zn", "H", "H", "H", "N", "H", "H", "O", "O", "C", "N", "H", "N", "H", "N", "C", "C", "H", "O", "H", "H", "Zn", "H", "N", "N", "N"], "xyz": [[-2.3211, 19.6641, 3.4639], [-3.9625, 11.2695, 2.7962], [0.7794, 17.7572, 8.2360], [-2.0462, 21.8167, 3.8635], [0.3180, 17.2408, 7.5008], [-7.3792, 14.7009, 1.7266], [-6.2960, 13.3996, 0.7672], [-2.3813, 18.6904, 6.9966], [-6.3787, 18.3771, 6.6590], [-0.9119, 17.4370, 7.0909], [-5.5532, 17.9066, 6.3164], [-5.2024, 12.5634, 6.3154], [-0.9395, 19.6861, 5.6650], [-1.2718, 16.8372, 6.0980], [-4.1240, 15.1583, 4.0102], [-1.2154, 19.1487, 8.2004], [-1.7037, 22.6566, 4.3077], [-4.5954, 11.7304, 4.5751], [-8.3220, 13.9609, 1.8185], [-4.4999, 16.6069, 2.3361], [-3.4659, 18.4274, 2.4497], [-5.6661, 15.0177, 0.9347], [-2.5660, 21.9275, 3.0046], [-4.2465, 17.0372, 8.9931], [-6.4294, 14.3640, 1.0360], [-6.3109, 16.2135, 2.5714], [-1.1363, 21.3765, 5.7398], [-4.6054, 10.5628, 4.8426], [-3.1663, 16.8934, 3.8767], [-4.7425, 17.1977, 7.0274], [-4.3188, 12.0559, 3.3203], [0.8090, 16.4919, 7.0337], [-7.2193, 15.8197, 2.3716], [-4.4987, 12.9723, 2.9356], [-4.9350, 12.7661, 5.3627], [-1.9563, 20.5559, 4.1858], [-3.9708, 16.1536, 3.3035], [-4.8869, 13.6761, 4.9271], [-3.9293, 16.4104, 6.5647], [-7.9356, 15.9952, 3.0617], [-5.6165, 18.0544, 8.4439], [-2.6259, 15.5747, 5.3456], [-5.6370, 17.8159, 5.3140], [-1.5029, 18.5191, 7.4648], [-1.4841, 20.4929, 5.3956], [-4.7952, 17.4909, 8.2767]], "forces_ev_per_angstrom": [[0.2, -1.6, -0.4], [-0.3, 0.5, -0.3], [-0.2, -0.2, -0.1], [-1.7, 2.8, -3.4], [2.1, -1.1, 1.4], [-5.0, -0.9, 3.1], [-0.3, 0.4, -0.2], [0.0, 0.2, 0.3], [0.3, -0.1, 0.5], [2.9, 0.8, -0.6], [-3.1, 2.0, -3.7], [-0.1, 0.3, -0.4], [-0.2, 0.1, 0.0], [-1.7, -2.9, -2.4], [-1.8, -6.2, 0.9], [0.0, -0.3, -0.1], [0.0, -0.5, 0.1], [-0.9, -0.3, -0.5], [-3.1, -1.1, 0.9], [-3.4, 0.1, -5.0], [-0.5, 0.1, -0.9], [0.2, -0.4, -0.2], [0.2, 0.6, 0.0], [-0.4, 0.0, -0.2], [8.9, -2.2, -5.9], [-0.2, -0.2, -0.4], [0.1, -0.4, 0.3], [0.2, -1.9, 2.0], [5.8, 5.4, 2.0], [1.5, -1.3, -0.9], [1.0, 1.0, -2.2], [0.1, 0.1, 0.3], [-0.9, 4.2, 3.0], [0.2, -0.3, -0.1], [0.2, 0.6, 1.1], [0.1, 1.8, 0.0], [0.6, -0.3, 2.4], [-0.4, 0.1, 0.6], [0.9, -1.3, 0.0], [0.0, 0.1, -0.3], [0.5, -0.1, 1.4], [-1.1, 1.4, -0.8], [0.5, -0.5, 0.1], [-2.9, 2.3, 1.5], [2.1, -1.7, 3.8], [-0.7, 0.9, 3.7]], "charge": 1, "total_energy_ha": -4948.6542, "e_lumo_ev": [-3.985, -4.004], "multiplicity": 2, "e_homo_ev": [-8.98, -10.54], "s2": 0.751, "orbital_gap_ev": [5.0, 6.5]}

=====

# 7
{"formula": "C6H20N3O3PRb", "method": "ωB97M-V/def2-TZVPD", "elements": ["N", "H", "C", "C", "C", "P", "H", "H", "O", "H", "C", "H", "O", "N", "H", "H", "H", "H", "H", "H", "O", "H", "H", "H", "H", "H", "H", "N", "Rb", "H", "C", "C", "H", "H"], "xyz": [[-2.1890, 0.4434, 0.3692], [2.0281, 1.0608, 0.1325], [1.2889, 1.8104, 0.4149], [0.1555, -0.9078, -2.6071], [-2.0042, 0.3887, -2.8533], [-0.6807, 0.0229, -0.3162], [-2.8505, 0.9101, 2.3688], [0.5635, -1.7078, -1.9893], [7.2737, -1.6225, 3.1920], [-3.2103, -0.9210, -0.9330], [-0.4280, 2.7996, -0.9368], [5.5870, -6.9005, 6.2588], [5.9727, -7.1584, 5.3989], [0.1465, 1.5411, -0.4564], [-2.5540, 2.2792, 1.2930], [6.5059, -1.0208, 3.2477], [-0.9962, 3.2724, -0.1358], [-2.6823, 1.0762, -2.3476], [1.7474, 2.7917, 0.2922], [0.9776, 1.6026, 1.4386], [0.0609, -1.0225, 0.3351], [0.8820, -0.1234, -2.8192], [-2.4506, -0.3289, -3.5417], [-0.1884, -1.4282, -3.5009], [-1.4166, 1.0770, -3.4608], [0.3522, 3.5029, -1.2281], [-4.2582, 0.0167, 0.1651], [-1.0196, -0.3217, -1.9380], [4.2826, -4.8118, 1.7078], [-1.1126, 2.6775, -1.7761], [-2.1882, 1.2977, 1.5947], [-3.2788, -0.4464, 0.0459], [-1.1604, 1.4786, 1.9095], [-3.1560, -1.3276, 0.6756]], "forces_ev_per_angstrom": [[1.7, 0.4, -1.2], [0.4, 0.1, 0.5], [0.1, -1.7, 0.0], [-1.0, -0.2, 0.1], [2.2, 0.0, 0.7], [-2.3, 4.2, -2.1], [0.4, -0.2, 0.1], [0.2, 0.4, 0.2], [-0.8, 0.1, -0.4], [0.2, 0.7, -0.3], [-0.8, -0.6, 0.2], [0.2, -0.1, -0.6], [-0.5, 0.1, 0.2], [0.1, 0.0, 0.0], [-0.3, 0.2, 0.2], [0.5, -0.3, 0.0], [-0.2, 0.3, 0.1], [-0.3, -0.7, 0.3], [-0.4, 0.0, 0.0], [0.5, 0.4, 0.4], [1.5, -1.3, 1.0], [0.3, -0.2, -0.2], [-0.4, 0.0, 0.3], [0.1, 0.3, -0.3], [0.2, 0.0, -0.4], [0.1, -0.2, -0.1], [0.0, 0.0, 0.1], [-1.2, -0.1, 0.3], [0.7, 0.2, 0.8], [0.1, -0.2, 0.0], [-0.3, -0.1, -1.7], [0.0, -1.0, 0.9], [-0.2, -0.4, 0.4], [-0.8, -0.2, 0.5]], "charge": -1, "total_energy_ha": -995.9213, "e_lumo_ev": 0.988, "e_homo_ev": -2.48, "relative_energy_kj_mol": 320.3, "orbital_gap_ev": 3.5}

=====

> Which formula does entry 2 have?

C6H19NO4